w.
16
Properties=species:S:1:pos:R:3:lowdin_charge:R:1 method="wB97M-V/def2-TZVPD" gap_ev=9.77
N -2.304 -0.577 -0.635 -0.014
C -1.834 -0.212 0.703 -0.232
C -0.414 0.410 0.502 -0.518
N -0.505 1.543 -0.306 0.018
C 0.582 -0.682 -0.051 -0.556
S 2.274 -0.105 0.012 0.732
H -3.347 -0.488 -0.730 0.096
H -2.024 -1.510 -0.872 0.057
H -2.468 0.605 1.132 0.126
H -1.826 -1.034 1.382 0.090
H -0.001 0.606 1.475 0.115
H 0.449 1.839 -0.539 0.054
H -1.007 1.280 -1.166 0.079
H 0.308 -1.042 -1.003 0.051
H 0.427 -1.481 0.676 0.066
H 2.759 -0.954 -0.867 -0.163

---

x.
16
Properties=species:S:1:pos:R:3:lowdin_charge:R:1 method="wB97M-V/def2-TZVPD" gap_ev=9.87
N -1.914 0.415 0.972 -0.004
C -0.515 0.452 1.261 -0.250
C 0.356 -0.257 0.190 -0.486
N 1.752 0.143 0.442 0.020
C -0.099 0.015 -1.227 -0.457
S 0.543 -1.342 -2.393 0.642
H -2.650 0.023 1.520 0.064
H -2.283 0.996 0.242 0.065
H -0.195 1.490 1.408 0.110
H -0.230 -0.095 2.145 0.112
H 0.402 -1.325 0.403 0.121
H 2.362 -0.313 -0.235 0.055
H 1.887 1.106 0.140 0.069
H -1.156 -0.090 -1.442 0.042
H 0.314 0.909 -1.688 0.062
H 1.425 -2.127 -1.738 -0.167

---

Winner for stability: w